Record 1
A single C6H13BOS molecule at a distorted geometry, computed with the ωB97M-V functional and the def2-TZVPD basis.

Atoms and positions in Å:
B1 -0.50 -0.38 0.73
C1 -0.67 2.33 -0.70
C2 -1.86 1.68 0.04
C3 -0.31 1.58 -1.96
C4 0.53 -2.64 -0.01
C5 1.73 -1.11 1.68
C6 0.30 -1.62 1.23
O1 -1.46 0.46 0.80
S1 1.04 0.43 -1.63
H1 -0.89 3.38 -1.14
H2 0.16 2.45 -0.06
H3 -2.36 2.27 0.77
H4 -2.57 1.41 -0.72
H5 -1.10 0.96 -2.37
H6 0.34 2.29 -2.66
H7 1.17 -2.11 -0.80
H8 -0.39 -2.77 -0.37
H9 0.98 -3.52 0.30
H10 1.87 -0.37 2.34
H11 2.38 -1.90 1.82
H12 2.07 -0.69 0.73
H13 -0.45 -2.14 1.97

The LUMO energy is 0.3501 eV. The total energy is -19989.5864 eV. The value obtained for the HOMO-LUMO gap is 7.49 eV. The calculation puts the HOMO energy at -7.1 eV. The energy above the lowest of the compared OMol25 structures with the same formula, charge and spin is 251.20 kJ/mol.

Löwdin analysis output, partial charges in e:
1. B -0.183
2. C -0.289
3. C -0.080
4. C -0.674
5. C -0.068
6. C -0.055
7. C -0.276
8. O 0.135
9. S 0.492
10. H 0.139
11. H 0.080
12. H 0.116
13. H 0.115
14. H 0.045
15. H 0.082
16. H 0.057
17. H 0.022
18. H 0.054
19. H 0.030
20. H 0.057
21. H 0.042
22. H 0.159

Record 2
A single C4H4O molecule, computed with the ωB97M-V functional and the def2-TZVPD basis.

Atoms and positions in Å:
C1 1.73 0.47 0.38
C2 0.53 -0.02 0.51
C3 -0.71 -0.42 0.47
C4 -1.42 -0.20 -0.83
O1 -1.17 -0.79 -1.85
H1 1.93 1.52 0.58
H2 2.55 -0.15 0.03
H3 -1.25 -0.82 1.33
H4 -2.17 0.62 -0.81

The LUMO energy is 0.8595 eV. The total energy is -6257.8265 eV. Its SMILES is C=C=CC=O. The value obtained for the HOMO-LUMO gap is 10.66 eV. The calculation puts the HOMO energy at -9.8 eV. The energy above the lowest of the compared OMol25 structures with the same formula, charge and spin is 149.83 kJ/mol.

Löwdin analysis output, partial charges in e:
1. C 0.023
2. C -0.106
3. C -0.071
4. C -0.269
5. O 0.064
6. H 0.066
7. H 0.066
8. H 0.108
9. H 0.119

Record 3
2 unconnected molecules or ions with the total composition C3H5FN at a distorted geometry, computed with the ωB97M-V functional and the def2-TZVPD basis.

Atoms and positions in Å:
C1 -0.85 -0.55 1.17
C2 2.19 0.33 0.14
C3 -1.45 -0.28 0.17
N1 -1.99 0.01 -0.94
F1 2.99 -0.62 -0.10
H1 -0.16 -0.84 1.94
H2 2.63 1.26 0.49
H3 -1.55 0.66 -1.61
H4 1.12 0.29 -0.30
H5 -2.94 -0.26 -0.96

The LUMO energy (spin up / spin down) is -6.6461 / -8.6572 eV. The total energy is -7386.2595 eV. The value obtained for the HOMO-LUMO gap (spin up / spin down) is 7.36 / 3.82 eV. As for the total charge: +1. The calculation puts the HOMO energy (spin up / spin down) at -14.0 / -12.5 eV. The energy above the lowest of the compared OMol25 structures with the same formula, charge and spin is 272.35 kJ/mol.

Löwdin analysis output, partial charges in e:
1. C 0.160
2. C 0.200
3. C -0.264
4. N 0.157
5. F 0.172
6. H 0.060
7. H 0.118
8. H 0.160
9. H 0.115
10. H 0.122

Record 4
A molecular structure, C32H48BF7IrN6O5P2S3 at a distorted geometry, computed with the ωB97M-V functional and the def2-TZVPD basis.

Atoms and positions in Å:
Ir1 0.78 0.71 -0.67
F1 5.96 4.29 -2.76
C1 4.67 3.91 -2.67
F2 3.97 4.96 -2.21
F3 4.24 3.64 -3.91
C2 4.53 2.72 -1.76
C3 5.62 2.27 -1.03
C4 5.47 1.18 -0.18
C5 4.22 0.58 -0.08
N1 3.19 1.01 -0.77
C6 3.31 2.06 -1.59
S1 1.84 2.44 -2.39
H1 6.58 2.76 -1.13
H2 6.30 0.81 0.39
H3 4.04 -0.27 0.57
F4 -1.32 4.43 1.05
B1 -0.16 4.31 0.27
F5 0.14 2.86 0.19
F6 0.91 4.93 0.86
F7 -0.38 4.73 -1.04
C7 4.75 -3.07 -1.28
C8 4.32 -2.83 -2.72
C9 4.48 -1.38 -3.14
O1 2.98 -3.35 -2.89
P1 1.56 -2.60 -2.79
S2 1.18 -1.45 -4.35
S3 1.37 -1.78 -0.91
O2 0.58 -3.84 -2.91
C10 0.56 -5.13 -2.25
C11 0.81 -5.06 -0.76
C12 1.53 -6.08 -2.95
H4 5.79 -2.74 -1.14
H5 4.69 -4.13 -1.03
H6 4.11 -2.50 -0.60
H7 4.92 -3.46 -3.38
H8 3.85 -0.74 -2.52
H9 4.18 -1.24 -4.18
H10 5.52 -1.08 -3.02
H11 -0.46 -5.47 -2.44
H12 1.83 -4.74 -0.55
H13 0.67 -6.05 -0.32
H14 0.13 -4.36 -0.28
H15 2.55 -5.86 -2.67
H16 1.43 -5.99 -4.03
H17 1.29 -7.11 -2.66
O3 -1.48 0.25 -0.07
P2 -2.87 0.62 0.34
N2 -3.78 -0.72 0.78
C13 -3.99 -1.85 -0.15
C14 -3.84 -3.11 0.71
C15 -4.16 -2.60 2.12
C16 -3.45 -1.26 2.12
N3 -2.93 1.61 1.64
C17 -1.81 1.86 2.56
C18 -2.44 2.67 3.69
C19 -3.62 3.37 3.01
C20 -4.15 2.27 2.09
N4 -3.77 1.38 -0.83
C21 -3.16 2.63 -1.36
C22 -3.66 2.73 -2.81
C23 -4.91 1.85 -2.82
C24 -4.52 0.70 -1.89
H18 -3.28 -1.84 -0.98
H19 -5.00 -1.79 -0.56
H20 -2.81 -3.47 0.68
H21 -4.50 -3.91 0.37
H22 -3.81 -3.26 2.91
H23 -5.24 -2.45 2.22
H24 -2.37 -1.41 2.23
H25 -3.79 -0.58 2.90
H26 -1.03 2.44 2.06
H27 -1.38 0.93 2.91
H28 -1.73 3.37 4.12
H29 -2.80 2.01 4.48
H30 -3.26 4.20 2.41
H31 -4.38 3.72 3.71
H32 -4.72 2.65 1.24
H33 -4.80 1.57 2.64
H34 -2.07 2.60 -1.30
H35 -3.49 3.48 -0.76
H36 -2.92 2.32 -3.50
H37 -3.85 3.76 -3.09
H38 -5.18 1.50 -3.81
H39 -5.76 2.39 -2.39
H40 -3.91 -0.03 -2.44
H41 -5.38 0.18 -1.48
O4 2.54 2.12 1.71
C25 1.87 1.21 2.17
N5 1.18 0.27 1.44
C26 0.61 -0.67 2.27
O5 -0.05 -1.63 1.94
C27 0.95 -0.29 3.68
C28 0.65 -0.87 4.89
C29 1.09 -0.23 6.05
C30 1.81 0.95 5.98
C31 2.13 1.53 4.76
C32 1.69 0.89 3.62
H42 0.08 -1.80 4.93
H43 0.86 -0.66 7.01
H44 2.12 1.44 6.90
H45 2.69 2.46 4.69
N6 -0.54 0.58 -2.58
H46 -1.40 0.13 -2.29
H47 -0.09 0.01 -3.31
H48 -0.74 1.51 -2.93

The LUMO energy (spin up / spin down) is -0.4790 / -3.7503 eV. The total energy is -126772.3337 eV. The value obtained for the HOMO-LUMO gap (spin up / spin down) is 7.54 / 4.79 eV. Its expectation value of S² is 8.79. The calculation puts the HOMO energy (spin up / spin down) at -8.0 / -8.5 eV. The energy above the lowest of the compared OMol25 structures with the same formula, charge and spin is 67.61 kJ/mol. The spin multiplicity is 6.

Results of the Löwdin charge analysis, in e, for atoms 1 through 99:
1. Ir 1.271
2. F 0.139
3. C -0.602
4. F 0.169
5. F 0.134
6. C -0.080
7. C 0.040
8. C 0.018
9. C -0.119
10. N -0.072
11. C -0.622
12. S 0.973
13. H 0.132
14. H 0.122
15. H 0.125
16. F 0.125
17. B -1.248
18. F -0.079
19. F 0.152
20. F 0.108
21. C -0.053
22. C -0.432
23. C -0.075
24. O -0.305
25. P -0.057
26. S 0.310
27. S 0.381
28. O -0.318
29. C -0.425
30. C -0.074
31. C -0.049
32. H 0.084
33. H 0.082
34. H 0.033
35. H 0.143
36. H 0.036
37. H 0.065
38. H 0.088
39. H 0.140
40. H 0.064
41. H 0.088
42. H 0.061
43. H 0.072
44. H 0.088
45. H 0.084
46. O -0.379
47. P 0.582
48. N -0.166
49. C -0.200
50. C -0.162
51. C -0.166
52. C -0.199
53. N -0.173
54. C -0.168
55. C -0.146
56. C -0.161
57. C -0.186
58. N -0.180
59. C -0.180
60. C -0.157
61. C -0.164
62. C -0.210
63. H 0.106
64. H 0.102
65. H 0.110
66. H 0.108
67. H 0.112
68. H 0.114
69. H 0.097
70. H 0.108
71. H 0.093
72. H 0.099
73. H 0.115
74. H 0.109
75. H 0.102
76. H 0.110
77. H 0.107
78. H 0.111
79. H 0.082
80. H 0.120
81. H 0.099
82. H 0.114
83. H 0.112
84. H 0.116
85. H 0.110
86. H 0.108
87. O 0.072
88. C -0.451
89. N -0.027
90. C -0.486
91. O 0.030
92. C -0.101
93. C -0.002
94. C -0.070
95. C -0.069
96. C 0.005
97. C -0.092
98. H 0.119
99. H 0.103

Record 5
A molecular structure, C20H55CdN5O5 at a distorted geometry, computed with the ωB97M-V functional and the def2-TZVPD basis.

Atoms and positions in Å:
Cd1 0.01 0.44 0.46
C1 3.45 -1.10 3.11
C2 3.02 -0.40 1.79
C3 3.77 -1.17 0.65
O1 3.39 -0.72 -0.67
C4 4.14 -1.18 -1.76
N1 1.52 -0.58 1.71
H1 4.52 -1.18 3.33
H2 3.06 -2.11 3.14
H3 3.02 -0.57 3.96
H4 3.19 0.67 1.78
H5 3.49 -2.23 0.64
H6 4.85 -1.11 0.78
H7 5.17 -0.85 -1.63
H8 3.56 -0.66 -2.52
H9 4.19 -2.27 -1.85
H10 1.40 -0.56 2.71
H11 1.50 -1.54 1.42
C5 -3.24 -2.84 1.24
C6 -2.80 -1.40 0.74
C7 -3.84 -0.34 1.29
O2 -3.44 1.08 1.06
C8 -4.46 2.01 1.34
N2 -1.43 -1.09 1.06
H12 -3.18 -3.49 0.37
H13 -4.27 -2.94 1.59
H14 -2.55 -3.28 1.95
H15 -2.92 -1.34 -0.34
H16 -3.81 -0.61 2.34
H17 -4.88 -0.46 1.02
H18 -5.40 1.92 0.79
H19 -4.11 3.01 1.07
H20 -4.52 2.10 2.42
H21 -0.97 -1.98 0.92
H22 -1.45 -1.23 2.06
C9 0.80 -2.06 -3.09
C10 0.30 -1.93 -1.65
C11 0.90 -3.07 -0.72
O3 0.44 -3.12 0.62
C12 0.83 -4.30 1.33
N3 0.61 -0.62 -1.19
H23 0.59 -2.99 -3.62
H24 1.87 -1.95 -3.24
H25 0.31 -1.43 -3.83
H26 -0.79 -1.98 -1.60
H27 1.98 -2.94 -0.77
H28 0.64 -4.04 -1.13
H29 1.87 -4.25 1.65
H30 0.82 -5.20 0.71
H31 0.21 -4.36 2.23
H32 0.70 -0.07 -2.03
H33 1.58 -0.77 -0.93
C13 -0.97 3.64 3.04
C14 -0.50 2.86 1.86
C15 1.04 2.93 1.72
O4 1.35 2.20 0.51
C16 2.58 2.66 -0.05
N4 -0.82 1.45 2.12
H34 -2.05 3.58 3.15
H35 -0.87 4.73 3.00
H36 -0.36 3.41 3.92
H37 -0.84 3.20 0.88
H38 1.56 2.48 2.56
H39 1.36 3.97 1.74
H40 2.65 2.15 -1.01
H41 3.50 2.54 0.52
H42 2.53 3.69 -0.41
H43 -0.58 1.22 3.08
H44 -1.82 1.34 2.10
C17 -3.28 1.32 -2.22
C18 -1.74 0.94 -2.07
C19 -1.07 1.40 -3.34
O5 0.30 1.10 -3.39
C20 0.98 1.66 -4.53
N5 -1.30 1.52 -0.88
H45 -3.38 2.30 -2.68
H46 -3.87 1.46 -1.32
H47 -3.80 0.71 -2.96
H48 -1.72 -0.15 -2.06
H49 -1.21 2.45 -3.58
H50 -1.51 0.90 -4.20
H51 2.05 1.84 -4.40
H52 0.59 2.62 -4.86
H53 0.87 1.00 -5.39
H54 -2.14 1.48 -0.32
H55 -1.16 2.45 -1.25

The LUMO energy is -4.3640 eV. The total energy is -43867.3933 eV. The value obtained for the HOMO-LUMO gap is 9.81 eV. As for the total charge: +2. The calculation puts the HOMO energy at -14.2 eV. The energy above the lowest of the compared OMol25 structures with the same formula, charge and spin is 414.91 kJ/mol.

Löwdin analysis output, partial charges in e:
1. Cd 1.306
2. C -0.037
3. C -0.333
4. C -0.136
5. O -0.272
6. C -0.075
7. N -0.005
8. H 0.095
9. H 0.084
10. H 0.085
11. H 0.117
12. H 0.118
13. H 0.140
14. H 0.102
15. H 0.094
16. H 0.099
17. H 0.074
18. H 0.046
19. C -0.009
20. C -0.378
21. C -0.098
22. O -0.301
23. C -0.094
24. N -0.025
25. H 0.083
26. H 0.088
27. H 0.078
28. H 0.121
29. H 0.123
30. H 0.136
31. H 0.105
32. H 0.093
33. H 0.100
34. H 0.038
35. H 0.095
36. C -0.023
37. C -0.370
38. C -0.142
39. O -0.275
40. C -0.039
41. N -0.048
42. H 0.094
43. H 0.079
44. H 0.083
45. H 0.121
46. H 0.112
47. H 0.136
48. H 0.085
49. H 0.101
50. H 0.101
51. H 0.054
52. H 0.043
53. C -0.045
54. C -0.409
55. C -0.172
56. O -0.312
57. C -0.071
58. N -0.037
59. H 0.088
60. H 0.096
61. H 0.100
62. H 0.134
63. H 0.129
64. H 0.142
65. H 0.088
66. H 0.101
67. H 0.101
68. H 0.104
69. H 0.054
70. C -0.008
71. C -0.427
72. C -0.200
73. O -0.240
74. C -0.049
75. N -0.012
76. H 0.086
77. H 0.064
78. H 0.092
79. H 0.115
80. H 0.135
81. H 0.146
82. H 0.092
83. H 0.093
84. H 0.095
85. H 0.045
86. H 0.118

Record 6
A single C2H5NO2 molecule at a distorted geometry, computed with the ωB97M-V functional and the def2-TZVPD basis.

Atoms and positions in Å:
C1 -0.17 -0.76 0.09
C2 -1.48 -0.18 -0.16
N1 2.11 -0.50 -0.23
O1 0.18 -1.60 0.81
O2 0.94 0.16 -0.62
H1 -1.66 0.88 0.15
H2 -1.75 -0.15 -1.22
H3 -2.42 -0.74 0.16
H4 3.05 -0.22 -0.66
H5 2.27 -0.26 0.73

The LUMO energy (spin up / spin down) is 0.3241 / -3.2470 eV. The total energy is -7732.5165 eV. The value obtained for the HOMO-LUMO gap (spin up / spin down) is 4.44 / 6.73 eV. Its expectation value of S² is 2.01. The calculation puts the HOMO energy (spin up / spin down) at -4.1 / -10.0 eV. The energy above the lowest of the compared OMol25 structures with the same formula, charge and spin is 221.60 kJ/mol. The spin multiplicity is 3.

Löwdin analysis output, partial charges in e:
1. C -0.585
2. C -0.105
3. N 0.144
4. O 0.018
5. O 0.012
6. H 0.070
7. H 0.054
8. H 0.109
9. H 0.163
10. H 0.119